1.
# C5H6OSi

A molecular structure, C5H6OSi (the ωB97M-V functional and the def2-TZVPD basis, the Open Molecules 2025 dataset).

The geometry in XYZ format:
```
13
Properties=species:S:1:pos:R:3:forces:R:3:lowdin_charge:R:1
C 3.0881 -0.5039 -0.6084 0.4 -0.1 -0.1 -0.094
C -1.9319 -2.2244 -0.5859 0.3 0.4 0.3 0.059
C 2.0151 -0.4700 -0.0765 -4.2 0.5 1.9 -0.171
C -1.2318 -1.4517 0.0141 0.5 0.3 0.4 -0.237
C -0.6883 1.5334 0.5066 0.1 -0.2 0.0 -0.391
O -0.8951 1.7284 -0.8813 0.1 -0.1 -0.3 -0.130
Si -0.1667 -0.2544 0.9141 2.6 0.0 -2.1 0.750
H 4.0465 -0.5888 -1.0382 0.4 0.0 -0.2 -0.012
H -2.5597 -2.8859 -1.1097 -0.3 -0.4 -0.3 0.022
H -1.6573 1.7489 0.9687 0.1 -0.1 0.1 0.083
H 0.0234 2.2693 0.8981 0.0 -0.2 0.2 0.080
H -0.0529 1.6219 -1.3409 -0.1 0.0 0.0 0.079
H 0.0106 -0.5229 2.3393 0.0 -0.1 0.1 -0.037
```
Forces are in eV/Å.

For the energy relative to the best compared isomer or geometry (same formula, charge and spin), the calculation gives 0.9463 eV. As for the HOMO-LUMO gap: 10.326 eV. The calculation puts the HOMO energy at -9.9 eV.

***

2.
# C5H6S2

2 unconnected molecules or ions with the total composition C5H6S2 (the ωB97M-V functional and the def2-TZVPD basis, the Open Molecules 2025 dataset).

The geometry in XYZ format:
```
13
Properties=species:S:1:pos:R:3:forces:R:3:lowdin_charge:R:1
C 2.4526 1.5344 -1.1607 -0.2 1.9 0.4 -0.335
C 1.9584 2.7832 -0.9728 -2.4 1.4 0.4 -0.544
C 3.2795 0.6682 -1.1132 2.2 -2.4 -0.4 0.113
C -0.8769 2.0622 0.9915 0.7 1.0 -1.8 -0.515
C -0.0282 -0.4187 -0.5109 -0.6 -2.0 2.1 -0.314
S 0.6426 3.5003 -0.3200 0.1 -2.3 0.4 0.770
S -1.3893 0.8622 -0.2024 0.4 -1.1 0.0 0.763
H 4.1907 0.0878 -1.2718 -0.9 0.3 0.2 0.057
H -0.0185 1.5957 1.4344 0.7 -0.3 0.8 -0.102
H -0.3494 -1.4487 -0.9733 0.3 2.3 0.6 0.084
H 0.8012 0.0545 -0.9961 -0.1 0.2 -0.8 -0.044
H 0.4112 -0.6455 0.5317 -0.9 0.2 -1.4 0.069
H -2.2003 0.0148 0.5634 0.7 0.7 -0.5 -0.002
```
Forces are in eV/Å.

For the energy relative to the best compared isomer or geometry (same formula, charge and spin), the calculation gives 8.0881 eV. As for the HOMO-LUMO gap: 6.713 eV. The calculation puts the HOMO energy at -7.3 eV.